{
  "formula": "C17H25F3N4O3",
  "method": "the ωB97M-V functional and the def2-TZVPD basis",
  "max_force_ha_per_bohr": 0.01133,
  "smiles": "CCCNC(=O)[C@H](c1n[nH]cc1C)N1CC[C@@H](C(F)(F)F)C[C@H]1C(=O)OC",
  "homo_lumo_gap_ev": 9.27,
  "multiplicity": 1,
  "e_above_lowest_ev": 0.641,
  "e_homo_ev": -8.6,
  "elements": ["C", "C", "C", "N", "C", "O", "C", "C", "N", "N", "C", "C", "C", "N", "C", "C", "C", "C", "F", "F", "F", "C", "C", "C", "O", "O", "C", "H", "H", "H", "H", "H", "H", "H", "H", "H", "H", "H", "H", "H", "H", "H", "H", "H", "H", "H", "H", "H", "H", "H", "H", "H"],
  "coordinates": [[0.19413, 0.25860, -4.18993], [0.78534, -1.11972, -3.91877], [1.86260, -1.09956, -2.83843], [1.34607, -0.69554, -1.54202], [1.57884, 0.52511, -1.00467], [2.23210, 1.38582, -1.56307], [0.93290, 0.83929, 0.36287], [1.99803, 0.92996, 1.41789], [3.07258, 0.15981, 1.38614], [3.75736, 0.49406, 2.48271], [3.14344, 1.45377, 3.21362], [1.98020, 1.76790, 2.55562], [0.93242, 2.77007, 2.92222], [-0.18102, -0.00224, 0.80532], [0.25860, -1.24606, 1.44931], [-0.83207, -2.28175, 1.62821], [-1.56179, -2.46752, 0.30705], [-2.51934, -3.63672, 0.34595], [-3.45392, -3.49754, 1.30599], [-3.16871, -3.78712, -0.82546], [-1.87008, -4.79360, 0.58891], [-2.29286, -1.16870, 0.01908], [-1.34405, 0.03151, -0.08744], [-2.20524, 1.28475, 0.14373], [-3.39383, 1.26496, 0.30703], [-1.52089, 2.42530, 0.00414], [-2.28970, 3.62495, 0.16052], [-0.56154, 0.21667, -4.97473], [-0.27586, 0.67110, -3.29537], [0.97066, 0.96061, -4.49646], [-0.00596, -1.81897, -3.62812], [1.22833, -1.52166, -4.83344], [2.32586, -2.08342, -2.74147], [2.64411, -0.38611, -3.09761], [0.80632, -1.35270, -1.00952], [0.55148, 1.84639, 0.22022], [4.63664, 0.04898, 2.66820], [3.57290, 1.83294, 4.12616], [1.01010, 3.05527, 3.97101], [1.02204, 3.67747, 2.32125], [-0.06601, 2.36214, 2.75601], [1.08730, -1.71442, 0.89973], [0.67735, -0.98790, 2.42397], [-0.37390, -3.20884, 1.97261], [-1.55187, -1.96357, 2.38627], [-0.84765, -2.71040, -0.48920], [-2.87578, -1.22502, -0.89909], [-3.00433, -0.99369, 0.82647], [-1.00870, 0.10438, -1.13327], [-1.58754, 4.44142, 0.02384], [-3.07952, 3.66773, -0.58665], [-2.73555, 3.66181, 1.15269]],
  "forces_ev_per_a": [[0.01, -0.02, 0.01], [0.00, 0.03, 0.00], [-0.01, 0.02, 0.00], [0.03, -0.03, -0.01], [0.00, 0.05, 0.01], [0.00, 0.01, 0.00], [0.07, 0.06, -0.02], [-0.04, -0.04, -0.05], [0.00, 0.03, -0.02], [0.00, 0.04, 0.05], [-0.01, -0.04, -0.01], [-0.01, 0.04, 0.02], [0.00, -0.02, -0.01], [-0.02, -0.04, 0.09], [0.00, -0.05, 0.00], [-0.01, 0.00, 0.01], [-0.01, 0.00, 0.02], [0.03, 0.06, 0.01], [0.06, -0.04, -0.08], [0.03, -0.02, 0.09], [-0.07, 0.05, -0.02], [-0.01, 0.01, 0.00], [-0.06, -0.04, 0.10], [0.10, -0.03, -0.57], [-0.27, -0.02, 0.29], [0.18, 0.03, 0.14], [0.00, 0.02, -0.01], [0.00, -0.01, 0.00], [0.01, 0.01, 0.01], [0.00, 0.00, 0.00], [-0.01, 0.00, 0.00], [0.01, 0.00, -0.01], [-0.01, -0.01, 0.01], [0.00, 0.00, 0.01], [0.03, -0.03, 0.00], [-0.01, 0.04, -0.01], [0.03, -0.02, -0.01], [0.00, 0.00, 0.00], [0.01, 0.01, -0.01], [0.00, 0.00, -0.01], [0.00, -0.01, 0.00], [0.01, -0.01, -0.02], [-0.01, -0.01, -0.01], [0.01, -0.01, 0.00], [0.00, 0.00, -0.01], [-0.01, -0.02, 0.00], [0.00, 0.01, -0.01], [0.01, 0.00, -0.01], [-0.02, 0.02, 0.01], [0.00, 0.00, 0.00], [0.00, 0.00, 0.00], [0.00, 0.00, 0.00]]
}